Entry 1:
Entry from OMol25: a structure of composition C5H11O4Pt in a non-equilibrium geometry (the ωB97M-V functional and the def2-TZVPD basis).

Frontier orbital gap (spin up / spin down) ... 4.43 / 5.76 eV
Charge ... -1
2S+1 ... 3

Geometry (Å):
O 3.995 1.662 3.763
C 3.277 0.858 4.473
C 1.921 0.706 4.298
O 1.285 1.675 3.521
C 0.548 1.174 2.412
C 0.687 2.131 1.256
O 2.069 2.307 1.003
C 2.335 2.981 -0.212
Pt 2.871 3.167 2.905
H 3.774 0.174 5.182
H 1.288 0.213 5.040
H -0.513 1.055 2.679
H 0.944 0.194 2.111
H 0.218 3.104 1.485
H 0.185 1.708 0.371
H 3.421 3.094 -0.297
H 1.954 2.395 -1.062
H 1.868 3.980 -0.218
H 2.422 -0.680 3.196
O 2.650 -1.482 2.583
H 2.579 -2.285 3.107

=====

Entry 2:
Entry from OMol25: a structure of composition C18H32AlBr3Cl3FN2O2S in a non-equilibrium geometry (the ωB97M-V functional and the def2-TZVPD basis).

Frontier orbital gap ... 0.96 eV
Charge ... 0
2S+1 ... 1

Geometry (Å):
C -0.049 2.261 -4.396
C 0.787 1.456 -3.515
C 0.619 1.715 -1.951
C -0.494 0.808 -1.244
N -1.786 1.078 -2.017
C -2.913 0.400 -1.289
C -2.484 -0.849 -0.378
O -1.344 -1.597 -0.832
C -0.260 -0.767 -1.344
C 1.103 -1.315 -0.710
C 1.718 -0.470 0.496
C 0.711 -0.140 1.703
C 0.900 1.446 2.032
N -0.088 1.947 3.019
C -1.517 1.712 2.895
C -2.441 2.253 4.004
C -1.350 2.942 4.914
C 0.055 2.717 4.229
H -0.391 3.307 -4.063
H -0.328 1.850 -5.424
H 1.507 0.644 -3.904
H 0.259 2.810 -1.844
H 1.651 1.683 -1.478
H -0.680 1.218 -0.198
H -1.746 0.647 -2.968
H -1.937 2.101 -2.070
H -3.386 1.200 -0.601
H -3.735 0.074 -2.021
H -3.379 -1.578 -0.396
H -2.416 -0.509 0.726
H -0.198 -1.007 -2.479
H 1.881 -1.351 -1.547
H 0.918 -2.396 -0.349
H 2.239 0.507 0.190
H 2.558 -1.120 0.951
H 1.006 -0.669 2.684
H -0.370 -0.335 1.406
H 0.883 2.034 1.035
H 1.950 1.657 2.468
H -2.005 1.159 2.033
H -3.563 2.183 4.151
H -1.581 3.507 5.869
H 1.090 3.056 4.538
C -0.816 -4.362 -3.938
S 0.449 -4.039 -2.690
O 1.613 -3.413 -3.383
C 0.863 -5.771 -2.391
H -1.194 -3.405 -4.302
H -0.385 -4.920 -4.771
H -1.635 -4.927 -3.490
H 1.190 -6.242 -3.320
H -0.010 -6.291 -1.993
H 1.671 -5.811 -1.660
C 1.778 1.336 7.569
Br 2.819 -0.206 7.012
Br 0.195 1.580 6.463
Br 1.339 1.263 9.461
H 2.406 2.214 7.423
Cl 2.499 3.377 -3.322
Al 1.757 1.076 -5.782
Cl 0.444 3.582 10.658
F 3.624 -0.310 -3.629
Cl 0.001 -0.998 -6.241

=====

Entry 3:
Entry from OMol25: a cluster of 4 separate species, C4H16O3 in total in a non-equilibrium geometry (the ωB97M-V functional and the def2-TZVPD basis).

Energy above the lowest of the compared OMol25 structures with the same formula, charge and spin ... 32.1 kcal per mole
Frontier orbital gap ... 11.24 eV
Charge ... 0
2S+1 ... 1

Geometry (Å):
C -0.465 0.530 1.211
C 1.657 -0.979 -1.768
C 0.369 -0.577 -1.001
C 0.616 -0.281 0.433
H -0.485 1.531 0.777
H -0.089 0.718 2.224
H -1.434 0.057 1.308
H 1.366 -0.906 -2.812
H 2.058 -1.918 -1.407
H 2.356 -0.187 -1.466
H -0.344 -1.409 -1.011
H -0.018 0.175 -1.701
H 0.816 -1.130 1.099
H 1.535 0.229 0.751
H -4.460 2.053 -3.226
H -4.222 1.816 -1.682
O -4.526 1.432 -2.500
H 4.590 -2.567 1.768
H 4.640 -2.677 0.227
O 4.894 -3.138 1.054
H -2.447 2.910 2.944
H -3.641 2.233 2.182
O -2.765 2.086 2.594

=====

no.,calculated total energy (Ha)
1,-617.2121
2,-10807.5372
3,-387.6716